No. 1
C27H30GdN2O2 as an isolated structure in a non-equilibrium geometry, computed with ωB97M-V/def2-TZVPD.

The geometry in XYZ format:
```
62
Properties=species:S:1:pos:R:3:forces:R:3
C 2.376 0.121 1.944 0.71 0.39 -0.77
C 2.432 -0.618 0.710 0.66 0.93 0.18
C 2.166 0.281 -0.360 0.91 0.43 0.63
H 2.670 -1.676 0.599 -0.24 0.46 0.12
C 1.964 1.592 0.194 1.08 -0.37 0.12
C 2.109 1.496 1.611 1.03 -0.30 -0.27
H 1.809 2.500 -0.384 -0.06 -0.19 0.21
C -1.100 -2.139 2.224 0.58 -0.96 -0.43
C 0.187 -2.442 1.663 -0.59 0.07 0.48
C 0.028 -2.584 0.258 -0.76 0.62 -0.31
H 1.107 -2.606 2.236 -0.52 -0.01 -0.29
C -1.346 -2.349 -0.072 0.30 -0.66 0.59
C -2.052 -2.133 1.173 0.55 0.64 -0.50
H 2.176 0.044 -1.420 -0.04 0.01 0.19
H 2.035 2.319 2.315 -0.03 -0.17 -0.13
H 2.549 -0.284 2.952 -0.18 0.23 -0.66
H -3.112 -1.876 1.313 0.55 -0.21 -0.24
H 0.816 -2.772 -0.477 -0.27 0.05 0.38
H -1.298 -2.085 3.299 -0.02 0.10 -0.49
Gd 0.033 0.291 1.045 -2.25 -2.25 0.36
C -1.786 -1.853 -1.474 0.44 0.70 0.53
C -3.294 -1.701 -1.599 -0.51 0.03 -0.43
C -1.048 -2.514 -2.651 -0.19 -0.36 -0.19
H -3.846 -2.624 -1.397 0.17 0.06 -0.05
H -3.576 -1.343 -2.610 0.18 -0.22 0.39
H -3.652 -0.936 -0.892 0.08 -0.32 -0.10
H -1.171 -3.612 -2.721 -0.19 0.56 0.20
H 0.033 -2.335 -2.566 -0.24 -0.05 0.02
H -1.371 -2.073 -3.610 0.05 -0.12 0.33
C -1.221 -0.383 -1.304 -1.30 0.80 0.75
C -1.574 1.039 -1.760 1.16 2.21 3.69
H -0.147 -0.458 -1.589 -0.32 0.28 0.69
H -1.521 -0.256 -0.222 0.21 -0.30 -1.74
O -1.663 1.910 -0.768 0.24 -3.54 -4.56
N -1.226 1.349 -3.095 0.31 1.43 -0.56
C -0.041 2.348 -3.190 -1.59 0.41 0.84
H -2.039 1.682 -3.630 0.54 -0.17 0.31
C 1.270 1.714 -3.612 -0.65 -0.36 0.19
C 2.438 2.451 -3.393 -0.52 -0.34 -0.16
H 2.341 3.438 -2.942 0.21 -0.15 -0.07
C 3.662 1.915 -3.753 -0.20 -0.10 -0.20
H 4.554 2.501 -3.575 0.11 -0.16 -0.08
C 3.713 0.655 -4.359 0.20 -0.03 0.12
H 4.691 0.267 -4.667 -0.49 0.03 0.10
C 2.546 -0.094 -4.542 0.29 0.36 0.12
H 2.604 -1.070 -5.009 0.00 0.00 0.07
C 1.312 0.420 -4.141 0.37 0.41 -0.18
H 0.394 -0.155 -4.276 0.28 0.25 0.07
H 0.063 2.762 -2.151 0.01 -0.11 -1.02
H -0.346 3.207 -3.856 0.37 -0.98 0.59
O -0.928 0.853 2.805 -0.22 1.18 0.60
N -1.115 0.900 4.122 0.03 0.46 -2.31
C -2.392 0.906 4.543 -0.94 -0.44 2.09
C -2.583 0.684 5.901 -0.51 0.08 -0.92
C -1.522 0.485 6.779 0.38 -0.05 0.26
C -0.244 0.596 6.244 1.06 0.05 -0.34
C -0.018 0.848 4.904 0.52 -0.40 1.34
H -3.217 1.052 3.832 0.84 -0.07 0.24
H -3.584 0.646 6.275 -0.50 0.07 0.07
H -1.659 0.273 7.840 -0.08 0.10 -0.44
H 0.637 0.472 6.857 0.00 0.08 0.21
H 0.976 0.958 4.425 -1.03 -0.08 0.34
```
Forces are in eV/Å.

Multiplicity: 9
Charge: 0
Total energy (eV): -56389.91073
HOMO (alpha / beta) (eV): -4.31 / -7.14
Gap between HOMO and LUMO (alpha / beta) (Ha): 0.130 / 0.258
Maximum force (eV/A): 5.78
Energy above the lowest of the compared OMol25 structures with the same formula, charge and spin (kcal per mole): 32.7
LUMO level (alpha / beta) (eV): -0.764 / -0.128

Per-atom Mulliken charges, elementary charge units: -0.27, -1.09, -0.13, 0.55, -0.11, -0.88, 0.42, -0.53, -0.94, -0.60, 0.58, 0.03, -0.99, 0.57, 0.44, 0.37, 0.33, 0.43, 0.59, 0.36, 2.65, -1.84, -1.57, 0.39, 0.38, 0.34, 0.33, 0.28, 0.39, 0.58, -0.10, -0.77, 0.33, -0.64, -0.16, -0.77, 0.31, 0.68, -0.41, 0.43, -0.59, 0.40, -0.53, 0.36, -0.54, 0.42, -0.26, 0.41, 0.14, 0.46, -0.34, 0.19, -0.21, -0.58, -0.34, -0.69, -0.02, 0.39, 0.39, 0.39, 0.37, 0.22

No. 2
C27H30MoN7O2S6 as an isolated structure in a non-equilibrium geometry, computed with ωB97M-V/def2-TZVPD.

The geometry in XYZ format:
```
73
Properties=species:S:1:pos:R:3:forces:R:3
Mo -1.626 -0.609 0.555 0.16 1.29 -2.01
N -3.552 -3.474 -0.041 0.35 0.14 0.36
C -3.809 -3.349 -1.371 0.16 0.13 -0.11
N -3.162 -2.435 -2.028 0.00 -0.05 0.02
C -3.528 -2.388 -3.342 0.03 0.09 -0.03
C -4.439 -3.315 -3.725 -0.04 -0.04 0.03
S -4.879 -4.286 -2.360 -0.02 0.02 0.11
C -2.874 -1.330 -4.118 0.07 -0.10 0.07
C -2.744 -1.279 -5.455 -0.01 0.01 -0.03
S -1.829 0.105 -5.929 0.03 0.06 0.01
C -1.650 0.555 -4.260 -0.23 -0.37 -0.10
N -2.230 -0.293 -3.426 0.29 0.12 -0.77
N -1.000 1.662 -3.914 0.06 0.21 0.05
H -3.118 -2.606 0.324 -0.55 -0.62 -0.03
H -4.133 -3.997 0.590 -0.18 0.02 -0.17
H -4.901 -3.485 -4.683 0.02 0.04 -0.01
H -3.108 -1.991 -6.176 0.03 0.00 -0.02
H -0.440 2.176 -4.574 -0.01 -0.01 0.03
H -0.999 1.948 -2.937 0.04 -0.04 -0.05
O 2.886 4.316 4.456 -0.01 0.01 0.01
C 3.253 4.066 3.122 0.01 0.00 -0.01
C 2.297 3.076 2.519 0.03 0.03 0.01
C 1.240 2.571 3.258 0.04 -0.03 0.00
C 0.381 1.649 2.673 0.31 0.10 0.02
N 0.626 1.317 1.408 1.30 1.38 1.09
C 1.625 1.771 0.637 -0.15 -0.03 0.11
C 2.504 2.662 1.196 0.02 0.03 -0.04
C 1.648 1.220 -0.740 0.02 0.02 0.07
C 2.223 1.906 -1.795 0.06 -0.01 0.00
C 2.210 1.326 -3.059 0.02 0.03 -0.02
C 2.727 2.078 -4.255 -0.01 0.03 -0.02
O 1.702 2.998 -4.639 -0.03 -0.07 0.00
C 1.634 0.076 -3.198 -0.08 0.00 0.07
C 1.039 -0.516 -2.091 0.05 -0.01 -0.09
N 1.038 0.040 -0.888 -0.09 -0.09 0.05
H 3.466 4.985 4.830 0.00 0.00 0.00
H 4.266 3.653 3.051 0.00 0.00 0.00
H 3.225 4.980 2.516 0.00 0.00 0.00
H 1.098 2.878 4.282 0.02 -0.01 0.00
H -0.075 0.738 1.016 -1.10 -1.28 -0.93
H 3.348 3.022 0.624 0.01 0.04 0.02
H 2.641 2.894 -1.648 0.02 -0.02 -0.01
H 2.944 1.382 -5.068 0.02 -0.02 0.01
H 3.646 2.612 -3.998 0.00 0.01 0.00
H 2.017 3.520 -5.384 0.02 0.03 0.01
H 1.596 -0.417 -4.161 0.00 -0.01 0.00
H 0.524 -1.466 -2.187 0.00 0.00 0.00
S -1.703 1.858 -0.822 0.11 -0.65 0.15
S -2.643 0.111 -1.362 0.03 0.03 1.05
S -3.497 0.524 1.522 -0.29 -0.34 0.54
S -2.703 -1.037 2.541 -0.96 -0.39 0.91
C 0.195 -2.910 0.373 0.44 0.12 0.00
N 0.800 -2.805 1.650 -0.16 -0.29 0.13
C 2.179 -2.397 1.743 0.05 0.20 0.03
C -0.040 -2.783 2.823 -0.10 0.19 -0.11
C -0.213 -1.414 3.451 0.06 -0.27 0.15
C 0.413 -1.147 4.615 -0.06 -0.14 0.02
C 0.071 0.020 5.407 -0.04 0.08 -0.03
C -0.590 1.034 4.850 0.02 0.02 0.05
C -0.819 1.006 3.357 -0.49 0.17 0.37
C -1.095 -0.402 2.835 1.03 0.57 -0.67
H 0.957 -3.240 -0.341 -0.20 -0.05 -0.15
H -0.118 -1.927 -0.098 -0.15 -0.22 -0.04
H -0.626 -3.627 0.347 -0.10 0.09 0.01
H 2.876 -3.239 1.663 -0.03 -0.02 -0.03
H 2.357 -1.906 2.702 -0.01 -0.03 0.00
H 2.433 -1.666 0.968 -0.01 -0.02 -0.01
H 0.324 -3.477 3.586 0.11 0.03 0.00
H -1.018 -3.163 2.514 -0.01 -0.08 0.07
H 1.072 -1.896 5.039 -0.01 0.01 0.03
H 0.299 0.022 6.465 0.01 -0.02 0.00
H -0.933 1.879 5.433 -0.03 0.00 -0.02
H -1.689 1.636 3.132 0.09 0.00 -0.18
```
Forces are in eV/Å.

Charge: +1
Total energy (eV): -109869.93699
HOMO (alpha / beta) (eV): -9.11 / -9.11
Gap between HOMO and LUMO (alpha / beta) (Ha): 0.222 / 0.221
Maximum force (eV/A): 2.39
LUMO level (alpha / beta) (eV): -3.082 / -3.082

Per-atom Mulliken charges, elementary charge units: -1.70, -0.19, 0.35, -0.16, -0.17, -0.50, -0.18, 0.21, -0.46, -0.22, 0.70, 0.00, -0.09, 0.08, 0.26, 0.43, 0.45, 0.20, -0.23, -0.50, -0.53, 0.27, -1.20, 0.61, 1.43, 0.98, -1.20, 0.12, -1.03, 0.71, -1.26, -0.51, -0.80, -0.52, 0.83, 0.31, 0.36, 0.37, 0.70, -0.86, 0.60, 0.50, 0.39, 0.41, 0.32, 0.43, 0.26, -0.35, 0.19, -0.11, -0.40, -0.24, 0.38, -0.82, -1.87, 0.98, -0.28, -0.56, -1.38, 0.86, 0.21, 0.40, -0.44, 0.50, 0.33, 0.28, 0.16, 0.51, 0.47, 0.47, 0.49, 0.66, 0.59

No. 3
One molecule with the formula C27H30N2O4S2 in a non-equilibrium geometry, computed with ωB97M-V/def2-TZVPD.

The geometry in XYZ format:
```
65
Properties=species:S:1:pos:R:3:forces:R:3
C -0.170 -2.707 0.763 0.72 -0.74 -0.23
N -1.014 -1.639 1.280 0.75 0.46 0.34
C -2.420 -1.786 0.966 -0.19 0.02 -0.53
C -3.249 -0.883 1.826 -0.61 -0.14 0.30
C -2.688 0.508 1.855 -0.04 0.29 -0.36
N -1.271 0.472 2.185 0.29 -0.26 -0.11
C -0.741 1.706 2.732 0.49 0.54 0.35
C -0.489 -0.576 1.910 -0.80 -0.20 0.11
C 0.893 -0.681 2.525 -1.62 -0.83 -0.07
H 0.426 -3.203 1.542 -0.15 0.21 -0.22
H -0.814 -3.472 0.318 0.07 0.26 0.08
H 0.520 -2.344 -0.012 -0.16 -0.03 0.30
H -2.576 -1.589 -0.103 0.00 0.05 0.10
H -2.690 -2.833 1.132 0.05 0.15 0.04
H -4.276 -0.854 1.457 0.04 -0.05 0.06
H -3.273 -1.281 2.843 -0.02 0.02 0.02
H -2.831 1.022 0.892 0.02 -0.10 0.14
H -3.181 1.107 2.624 0.01 -0.10 -0.12
H -0.164 1.542 3.649 -0.05 -0.01 -0.18
H -0.103 2.231 2.010 -0.11 -0.15 0.12
H -1.589 2.354 2.968 0.25 -0.11 -0.01
H 0.808 -0.323 3.566 -0.14 -0.09 -0.40
H 1.077 -1.756 2.534 0.02 0.23 0.13
C 6.900 3.396 3.585 -0.21 -0.01 0.02
C 7.237 2.041 3.652 -0.36 -0.13 0.00
C 6.241 1.080 3.846 -0.03 0.09 -0.01
C 4.913 1.487 4.001 -0.12 0.63 -0.05
S 3.650 0.270 4.384 0.55 -0.30 -0.99
C 3.259 -0.561 2.929 -0.40 -0.29 0.51
C 2.132 -0.058 1.991 2.60 0.81 -0.32
C 2.541 -0.261 0.495 -0.33 0.93 0.46
C 3.821 -0.708 0.198 0.53 -0.40 -0.20
C 4.220 -0.990 -1.106 -0.28 0.29 0.01
C 3.383 -0.636 -2.162 -0.10 0.23 -0.09
C 2.171 0.015 -1.896 -0.12 -0.13 0.22
C 1.745 0.194 -0.567 0.22 -0.43 -0.21
S 3.708 -2.222 2.877 0.47 0.89 0.76
C 3.202 -2.987 4.423 -0.09 -0.33 0.19
C 4.089 -3.843 5.069 -0.07 0.19 0.10
C 3.781 -4.308 6.348 -0.23 0.03 -0.08
C 2.594 -3.908 6.976 0.15 0.00 -0.10
C 1.683 -3.096 6.295 0.05 -0.14 -0.39
C 1.965 -2.682 4.992 0.30 -0.30 0.29
O 2.929 -2.864 1.834 -0.25 -0.19 -0.19
O 5.154 -2.327 2.839 -0.34 -0.49 -0.06
O 4.333 -0.609 5.307 -0.33 -0.03 -0.06
O 2.481 1.007 4.832 -0.17 0.26 -0.08
C 4.567 2.839 3.926 0.28 -0.15 -0.06
C 5.567 3.795 3.714 -0.09 -0.27 -0.02
H 7.675 4.144 3.426 -0.16 -0.17 0.06
H 8.274 1.719 3.560 -0.24 0.13 -0.02
H 6.483 0.017 3.879 -0.07 0.27 0.06
H 2.113 1.033 2.162 -0.15 -0.23 -0.09
H 4.556 -0.843 0.991 -0.39 -0.17 -0.22
H 5.186 -1.478 -1.264 -0.32 0.34 -0.08
H 3.709 -0.796 -3.193 -0.20 -0.01 0.29
H 1.539 0.373 -2.719 0.32 -0.16 0.35
H 0.804 0.716 -0.368 0.12 -0.21 -0.05
H 5.026 -4.099 4.573 -0.22 0.14 0.23
H 4.484 -4.976 6.851 -0.26 0.23 -0.06
H 2.371 -4.236 7.992 0.10 0.09 -0.28
H 0.746 -2.773 6.752 0.30 -0.24 -0.03
H 1.226 -2.125 4.429 0.25 0.10 0.34
H 3.521 3.127 4.045 0.32 -0.06 0.04
H 5.286 4.847 3.656 0.17 -0.23 0.01
```
Forces are in eV/Å.

Charge: 0
Total energy (eV): -61323.63273
HOMO (eV): -7.15
Gap between HOMO and LUMO (Ha): 0.256
Maximum force (eV/A): 2.75
Energy above the lowest of the compared OMol25 structures with the same formula, charge and spin (kcal per mole): 0.0
LUMO level (eV): -0.167

Per-atom Mulliken charges, elementary charge units: -0.82, 0.25, -0.67, -0.85, -0.60, 0.19, -0.88, -0.33, -1.32, 0.36, 0.38, 0.27, 0.33, 0.48, 0.38, 0.33, 0.27, 0.46, 0.38, 0.31, 0.36, 1.24, -0.12, -0.37, -0.65, -0.33, 0.02, 1.53, -0.79, 0.69, -0.06, -0.20, -0.92, -0.58, -0.76, 0.09, 1.63, -0.03, -0.73, -0.56, -0.47, -0.90, 0.16, -0.59, -0.76, -0.70, -0.78, -0.12, -0.70, 0.36, 0.38, 0.43, 0.98, 0.27, 0.43, 0.37, 0.37, 0.35, 0.45, 0.37, 0.36, 0.39, 0.25, 0.39, 0.36

No. 4
One molecule with the formula C27H30N2O7, computed with ωB97M-V/def2-TZVPD.

The geometry in XYZ format:
```
66
Properties=species:S:1:pos:R:3:forces:R:3
C 2.251 1.588 -3.300 -0.35 -0.14 0.04
C 0.998 1.214 -4.077 0.39 0.44 -0.23
O 0.029 0.535 -3.263 -0.13 -0.19 -0.09
C -0.680 1.289 -2.431 -0.12 0.25 0.21
O -0.531 2.477 -2.300 0.05 0.04 -0.10
C -1.774 0.520 -1.670 -0.16 -0.14 -0.11
C -2.937 0.243 -2.634 0.15 0.16 -0.09
C -3.488 1.496 -3.306 0.08 -0.22 0.07
N -2.181 1.294 -0.512 -0.12 -0.10 -0.18
C -1.140 1.162 0.502 0.19 -0.01 0.24
C -1.694 1.338 1.891 0.03 0.17 0.11
C -0.902 1.832 2.912 -0.07 -0.04 -0.11
C -1.416 1.950 4.191 -0.04 0.00 0.15
C -2.722 1.583 4.491 -0.10 0.00 0.12
O -3.255 1.680 5.754 -0.10 -0.15 -0.44
C -2.461 2.213 6.784 0.11 0.07 0.16
C -3.536 1.084 3.455 0.08 -0.03 -0.10
O -4.830 0.665 3.545 0.34 -0.02 -0.16
C -5.591 0.863 4.715 -0.36 0.01 0.34
C -2.997 0.968 2.178 0.00 0.06 0.26
C -0.607 -0.274 0.275 -0.13 0.18 -0.01
C 0.871 -0.367 -0.032 -0.20 0.09 0.11
O 1.772 0.178 0.545 0.08 0.09 0.15
N 1.018 -1.219 -1.124 0.38 -0.18 -0.06
C 2.274 -1.690 -1.586 0.22 -0.11 -0.20
C 2.483 -1.908 -2.945 -0.06 0.04 0.14
C 3.714 -2.369 -3.381 0.04 0.01 0.05
C 4.733 -2.598 -2.478 0.05 0.00 0.13
C 4.532 -2.377 -1.116 -0.24 -0.04 -0.57
C 5.674 -2.631 -0.193 0.04 0.05 0.30
C 5.494 -2.222 1.246 0.31 -0.09 0.03
O 6.699 -3.136 -0.591 -0.02 0.02 0.00
C 3.290 -1.933 -0.672 0.15 -0.08 -0.05
C -0.194 -1.538 -1.733 -0.40 -0.28 0.17
O -0.339 -2.316 -2.634 -0.04 -0.09 -0.06
C -1.273 -0.780 -0.998 -0.15 0.14 0.00
H 2.722 0.705 -2.875 0.08 -0.02 0.00
H 2.003 2.279 -2.499 0.03 0.05 0.02
H 2.954 2.072 -3.973 0.11 0.05 -0.08
H 1.222 0.513 -4.882 -0.07 0.07 0.07
H 0.529 2.115 -4.486 0.04 -0.19 -0.02
H -2.582 -0.462 -3.388 -0.04 -0.07 0.01
H -3.734 -0.233 -2.061 0.10 -0.10 0.06
H -2.721 2.006 -3.885 0.03 0.11 -0.09
H -3.876 2.187 -2.563 -0.07 0.14 0.03
H -4.298 1.224 -3.978 -0.07 0.05 -0.05
H -2.332 2.268 -0.753 0.04 -0.06 0.00
H -0.312 1.875 0.356 -0.13 -0.11 0.02
H 0.120 2.121 2.717 0.14 0.05 -0.04
H -0.776 2.335 4.969 0.02 0.04 0.11
H -3.096 2.210 7.669 0.10 0.03 -0.02
H -2.151 3.240 6.566 0.01 -0.04 0.00
H -1.576 1.596 6.974 -0.02 0.04 -0.02
H -6.593 0.516 4.461 0.05 0.04 0.04
H -5.206 0.281 5.555 -0.06 0.07 -0.08
H -5.633 1.918 4.996 -0.01 -0.07 -0.01
H -3.632 0.589 1.395 -0.13 -0.02 -0.08
H -0.814 -0.902 1.145 0.08 -0.01 -0.08
H 1.686 -1.730 -3.646 -0.06 0.01 -0.04
H 3.873 -2.542 -4.435 0.01 -0.02 -0.09
H 5.701 -2.948 -2.804 0.07 -0.03 -0.02
H 4.727 -2.839 1.711 -0.12 0.00 0.07
H 5.186 -1.181 1.310 -0.09 0.08 0.05
H 6.431 -2.362 1.778 0.00 -0.02 -0.02
H 3.106 -1.771 0.376 0.01 0.04 0.07
H -2.134 -1.427 -0.824 0.10 0.01 -0.06
```
Forces are in eV/Å.

Charge: 0
Total energy (eV): -45799.65259
HOMO (eV): -8.08
Gap between HOMO and LUMO (Ha): 0.307
Maximum force (eV/A): 0.64
Energy above the lowest of the compared OMol25 structures with the same formula, charge and spin (kcal per mole): 2.4
LUMO level (eV): 0.261

Per-atom Mulliken charges, elementary charge units: -0.95, -0.48, -0.22, -0.60, -0.58, 1.89, -0.71, -1.26, -0.39, 0.59, -1.17, -1.12, -0.52, 1.37, -0.45, -0.95, 0.09, -0.47, -0.81, -0.46, 0.02, -0.37, -0.66, 0.67, -0.23, -0.16, -1.05, -0.66, 0.00, 0.94, -1.38, -0.60, 0.00, -0.51, -0.61, -0.52, 0.11, 0.31, 0.47, 0.42, 0.42, 0.35, 0.45, 0.28, 0.32, 0.45, 0.37, 0.56, 0.49, 0.39, 0.26, 0.36, 0.35, 0.29, 0.26, 0.30, 0.53, 0.61, 0.58, 0.40, 0.49, 0.36, 0.39, 0.37, 0.42, 0.97

What is the total energy in the second record? -109869.93699 eV

charge of number 1 (C27H30GdN2O2)? 0

Among the records above, which one has the highest maximum force? C27H30GdN2O2

maximum force of number 2 (C27H30MoN7O2S6)? 2.39 eV/A